No. 1
Computed, not measured: C10H15N5 in the gas phase in a non-equilibrium geometry, with ωB97M-V with the def2-TZVPD basis set.

Last columns: bonded neighbours and bond lengths (Å).
Positions of all 30 atoms, in Å:
1 N -0.473 1.888 3.525  C7 1.296, N9 1.343
2 N 2.461 2.029 0.849  C5 1.348, C6 1.332
3 N 1.749 1.898 3.158  C5 1.321, C7 1.348
4 C -1.193 1.775 1.334  C8 1.396, N9 1.440, H16 1.155
5 C 2.620 2.102 2.185  N2 1.348, N3 1.321, H17 1.083
6 C 1.220 1.828 0.407  N2 1.332, C8 1.431, N10 1.319
7 C 0.497 2.024 2.675  N1 1.296, N3 1.348, C8 1.326
8 C 0.187 1.975 1.387  C4 1.396, C6 1.431, C7 1.326
9 N -1.531 1.665 2.729  N1 1.343, C4 1.440, H18 1.055
10 N 1.101 1.395 -0.833  C6 1.319, C13 1.499, H19 1.016
11 C -1.013 -2.839 -0.354  C15 1.519, H20 1.103, H21 1.093, H22 1.114
12 C -0.282 -2.284 -2.781  C15 1.536, H23 1.164, H24 1.094, H25 1.093
13 C -0.039 0.648 -1.458  N10 1.499, C14 1.583, H26 1.062, H27 1.153
14 C -0.059 -0.749 -0.715  C13 1.583, C15 1.531, H28 1.089, H29 1.085
15 C -0.890 -1.801 -1.456  C11 1.519, C12 1.536, C14 1.531, H30 1.109
16 H -1.962 1.641 0.483  C4 1.155
17 H 3.588 2.135 2.669  C5 1.083
18 H -2.427 1.268 3.120  N9 1.055
19 H 1.989 1.426 -1.326  N10 1.016
20 H -1.744 -2.635 0.447  C11 1.103
21 H -0.032 -3.077 0.065  C11 1.093
22 H -1.455 -3.738 -0.842  C11 1.114
23 H -0.073 -3.427 -2.708  C12 1.164
24 H 0.682 -1.794 -2.947  C12 1.094
25 H -0.903 -2.044 -3.647  C12 1.093
26 H -0.947 1.195 -1.399  C13 1.062
27 H 0.382 0.553 -2.527  C13 1.153
28 H -0.545 -0.600 0.247  C14 1.089
29 H 0.938 -1.127 -0.514  C14 1.085
30 H -1.844 -1.333 -1.773  C15 1.109

Its highest occupied orbital energy is -7.981 eV. The energy relative to the best compared isomer or geometry (same formula, charge and spin) comes out at 1.3872 eV. As for the structure (SMILES): CC(C)CCNc1ncnc2n[nH]cc12. As for the total charge: 0. The gap between HOMO and LUMO is 0.3128 hartree.



No. 2
Computed, not measured: C10H15N5O2S in the gas phase in a non-equilibrium geometry, with ωB97M-V with the def2-TZVPD basis set.

Last columns: bonded neighbours and bond lengths (Å).
Positions of all 33 atoms, in Å:
1 O 3.501 0.611 0.619  S18 1.468
2 O 4.334 -1.373 -0.530  S18 1.458
3 N 3.055 0.438 -1.885  C6 1.301, S18 1.701
4 N -0.309 1.778 -1.133  C7 1.350, C9 1.360
5 N -0.404 -0.477 0.565  C8 1.358, C10 1.339
6 C 1.863 0.952 -1.951  N3 1.301, C7 1.474, N11 1.327
7 C 0.738 0.936 -0.999  N4 1.350, C6 1.474, C8 1.387
8 C 0.685 -0.193 -0.195  N5 1.358, C7 1.387, N12 1.395
9 C -1.387 1.512 -0.348  N4 1.360, C10 1.436, C13 1.520
10 C -1.440 0.372 0.525  N5 1.339, C9 1.436, C16 1.519
11 N 1.876 1.599 -3.110  C6 1.327, H19 1.011, H20 1.023
12 N 1.760 -1.081 -0.158  C8 1.395, C17 1.463, S18 1.664
13 C -2.506 2.530 -0.493  C9 1.520, H21 1.117, H22 1.124, H23 1.087
14 C -3.767 -0.656 0.532  C16 1.560, H24 1.101, H25 1.060, H26 1.106
15 C 1.997 -2.139 2.092  C17 1.520, H27 1.075, H28 1.126, H29 1.086
16 C -2.618 -0.043 1.390  C10 1.519, C14 1.560, H30 1.098, H31 1.138
17 C 1.734 -2.328 0.606  N12 1.463, C15 1.520, H32 1.100, H33 1.124
18 S 3.256 -0.398 -0.417  O1 1.468, O2 1.458, N3 1.701, N12 1.664
19 H 1.293 2.423 -3.159  N11 1.011
20 H 2.833 1.639 -3.470  N11 1.023
21 H -2.957 2.388 -1.505  C13 1.117
22 H -2.096 3.575 -0.448  C13 1.124
23 H -3.228 2.391 0.309  C13 1.087
24 H -4.658 -0.782 1.167  C14 1.101
25 H -3.510 -1.613 0.159  C14 1.060
26 H -4.042 -0.038 -0.343  C14 1.106
27 H 1.191 -1.541 2.478  C15 1.075
28 H 1.992 -3.129 2.626  C15 1.126
29 H 2.928 -1.640 2.344  C15 1.086
30 H -3.050 0.841 1.878  C16 1.098
31 H -2.279 -0.737 2.224  C16 1.138
32 H 2.486 -3.018 0.198  C17 1.100
33 H 0.728 -2.798 0.430  C17 1.124

Its highest occupied orbital energy is -9.163 eV. The energy relative to the best compared isomer or geometry (same formula, charge and spin) comes out at 0.0000 eV. As for the structure (SMILES): CCc1nc2c(nc1C)C(N)=NS(=O)(=O)N2CC. As for the total charge: 0. The gap between HOMO and LUMO is 0.3130 hartree.



No. 3
Computed, not measured: 2 unconnected molecules or ions with the total composition C10H15NO2 in a non-equilibrium geometry, with ωB97M-V with the def2-TZVPD basis set.

Last columns: bonded neighbours and bond lengths (Å).
Positions of all 28 atoms, in Å:
1 C 4.619 -0.220 -0.334  C7 1.509, H14 1.294, H15 1.082, H16 1.140
2 C 0.583 -1.347 0.282  C3 1.362, C4 1.437, O8 1.417
3 C 1.088 -1.473 -0.977  C2 1.362, C5 1.442, H10 1.018
4 C 1.334 -0.974 1.449  C2 1.437, C6 1.420, H11 1.030
5 C 2.439 -1.001 -1.152  C3 1.442, C7 1.369, H12 1.034
6 C 2.576 -0.339 1.179  C4 1.420, C7 1.423, H13 1.139
7 C 3.138 -0.427 -0.125  C1 1.509, C5 1.369, C6 1.423
8 O -0.716 -1.641 0.763  C2 1.417, H9 1.033
9 H -1.222 -0.745 0.853  O8 1.033
10 H 0.515 -1.886 -1.710  C3 1.018
11 H 0.991 -1.088 2.413  C4 1.030
12 H 2.789 -1.109 -2.118  C5 1.034
13 H 3.076 -0.113 2.177  C6 1.139
14 H 5.238 -0.176 0.801  C1 1.294
15 H 4.785 0.784 -0.702  C1 1.082
16 H 5.054 -1.071 -0.956  C1 1.140
17 C -3.496 0.656 -0.484  C18 1.592, C19 1.456, H22 1.055, H23 1.124
18 C -3.606 0.242 1.049  C17 1.592, H24 1.051, H27 1.104, H28 1.102
19 C -2.139 1.155 -0.657  C17 1.456, O20 1.209, N21 1.528
20 O -1.085 0.713 -0.263  C19 1.209
21 N -2.145 2.501 -1.381  C19 1.528, H25 0.895, H26 1.007
22 H -3.691 -0.195 -1.076  C17 1.055
23 H -4.404 1.288 -0.683  C17 1.124
24 H -3.015 -0.505 1.492  C18 1.051
25 H -1.448 3.043 -1.528  N21 0.895
26 H -3.107 2.801 -1.400  N21 1.007
27 H -4.656 0.047 1.331  C18 1.104
28 H -3.496 1.079 1.757  C18 1.102

Its highest occupied orbital energy is -8.148 eV. The energy relative to the best compared isomer or geometry (same formula, charge and spin) comes out at 3.5015 eV. As for the structure (SMILES): Cc1ccc(O)cc1.CCC(N)=O. As for the total charge: 0. The gap between HOMO and LUMO is 0.3261 hartree.



No. 4
Computed, not measured: 2 unconnected molecules or ions with the total composition C10H15NO2 in a non-equilibrium geometry, with ωB97M-V with the def2-TZVPD basis set.

Last columns: bonded neighbours and bond lengths (Å).
Positions of all 28 atoms, in Å:
1 C -2.671 -0.675 -0.042  C2 1.529, C3 1.497, H6 1.089, H7 1.103
2 C -2.660 -0.390 1.460  C1 1.529, H8 1.090, H9 1.092, H12 1.080
3 C -1.869 -1.849 -0.509  C1 1.497, O4 1.222, N5 1.354
4 O -2.265 -2.624 -1.367  C3 1.222
5 N -0.681 -2.032 0.114  C3 1.354, H10 1.002, H11 1.007
6 H -3.692 -0.676 -0.421  C1 1.089
7 H -2.245 0.211 -0.542  C1 1.103
8 H -1.716 0.011 1.828  C2 1.090
9 H -2.803 -1.313 2.027  C2 1.092
10 H -0.011 -2.748 -0.090  N5 1.002
11 H -0.355 -1.359 0.788  N5 1.007
12 H -3.515 0.193 1.768  C2 1.080
13 C 0.208 3.426 -1.067  C17 1.491, H25 1.091, H26 1.084, H28 1.087
14 C 1.745 0.912 1.382  C15 1.388, C16 1.386, H21 1.072
15 C 1.949 -0.175 0.544  C14 1.388, C18 1.404, O20 1.355
16 C 1.123 2.027 0.842  C14 1.386, C17 1.390, H22 1.088
17 C 0.763 2.167 -0.493  C13 1.491, C16 1.390, C19 1.398
18 C 1.745 -0.034 -0.838  C15 1.404, C19 1.381, H23 1.085
19 C 1.176 1.125 -1.327  C17 1.398, C18 1.381, H27 1.090
20 O 2.253 -1.391 1.060  C15 1.355, H24 0.956
21 H 2.025 0.929 2.417  C14 1.072
22 H 1.033 2.910 1.470  C16 1.088
23 H 1.905 -0.985 -1.336  C18 1.085
24 H 2.488 -2.124 0.492  O20 0.956
25 H -0.508 3.268 -1.875  C13 1.091
26 H 0.992 4.004 -1.543  C13 1.084
27 H 0.898 1.135 -2.381  C19 1.090
28 H -0.194 4.099 -0.314  C13 1.087

Its highest occupied orbital energy is -8.655 eV. The energy relative to the best compared isomer or geometry (same formula, charge and spin) comes out at 0.5443 eV. As for the structure (SMILES): Cc1ccc(O)cc1.CCC(N)=O. As for the total charge: 0. The gap between HOMO and LUMO is 0.3378 hartree.